No. 1
ORCA calculation (ωB97M-V/def2-TZVPD) on C28H39BiN3O5SSi as an isolated structure.

Computed properties:
Relative energy (zero: lowest compared OMol25 entry of this formula, charge and spin) (kJ/mol): 0.0
Net charge: +1
LUMO level (eV): -3.62
Frontier orbital gap (eV): 6.77
HOMO energy (eV): -10.396

Atoms and positions in Å:
Bi (-1.85683, 1.91756, -1.57723)
C (-0.11595, -5.23272, 0.72664)
O (-0.40941, -4.91803, 2.08054)
C (-1.58012, -4.29346, 2.33150)
C (-1.85955, -4.02641, 3.66972)
C (-3.03598, -3.39422, 4.01136)
C (-3.92827, -2.96904, 3.02933)
C (-3.66513, -3.27504, 1.69956)
C (-2.50369, -3.94714, 1.34699)
N (-5.11317, -2.32086, 3.52855)
N (-5.71476, -1.44409, 2.88608)
C (-5.16517, -0.85692, 1.70108)
C (-5.93282, -0.79255, 0.57162)
C (-5.46637, -0.18526, -0.60978)
C (-4.24102, 0.42252, -0.64953)
O (-3.75959, 1.02662, -1.75458)
C (-3.47595, 0.44220, 0.54113)
N (-2.27094, 1.09573, 0.50191)
C (-1.45553, 1.07155, 1.54130)
C (-1.83233, 0.47356, 2.74705)
C (-3.06192, -0.12221, 2.84144)
C (-3.91162, -0.19481, 1.71717)
H (0.88849, -5.64187, 0.72147)
H (-0.15068, -4.33911, 0.10093)
H (-0.81234, -5.97669, 0.33536)
H (-1.15373, -4.35488, 4.42231)
H (-3.28450, -3.20790, 5.04973)
H (-4.38918, -3.04330, 0.93082)
H (-2.34006, -4.21176, 0.31180)
H (-6.90942, -1.26167, 0.58809)
H (-6.07484, -0.18326, -1.50572)
H (-0.48291, 1.52923, 1.41663)
H (-1.15627, 0.50345, 3.59051)
H (-3.38241, -0.54485, 3.78607)
C (0.37212, 4.81991, -0.74974)
C (1.18769, 3.65586, -0.22389)
C (2.63995, 3.76205, -0.66839)
C (1.10533, 3.57695, 1.29196)
O (0.58453, 2.43896, -0.79587)
Si (1.27796, 0.98071, -1.20276)
S (-0.44337, -0.06145, -1.98867)
O (2.47505, 1.05888, -2.26549)
C (2.62499, 1.26573, -3.69622)
C (1.54948, 2.21388, -4.21007)
C (2.52518, -0.09040, -4.37284)
C (4.00719, 1.86602, -3.87872)
O (1.77538, 0.32489, 0.18088)
C (2.78699, -0.66469, 0.51139)
C (4.15083, 0.00610, 0.46205)
C (2.45340, -1.13372, 1.91395)
C (2.69711, -1.80792, -0.48755)
H (0.77573, 5.75932, -0.36973)
H (-0.66977, 4.75114, -0.42027)
H (0.39995, 4.85203, -1.84205)
H (3.08932, 4.65098, -0.22445)
H (2.71611, 3.84294, -1.75286)
H (3.21708, 2.89028, -0.34565)
H (1.60200, 4.44319, 1.73069)
H (1.60024, 2.67316, 1.65662)
H (0.06663, 3.58330, 1.63158)
H (0.56176, 1.74793, -4.14921)
H (1.74135, 2.46059, -5.25491)
H (1.54509, 3.14370, -3.63667)
H (1.54376, -0.53778, -4.20341)
H (3.29211, -0.76285, -3.98290)
H (2.67609, 0.01699, -5.44869)
H (4.09380, 2.80791, -3.33306)
H (4.19831, 2.05669, -4.93594)
H (4.76924, 1.17901, -3.50594)
H (4.18745, 0.83963, 1.16820)
H (4.35295, 0.38596, -0.54199)
H (4.93347, -0.70603, 0.72945)
H (2.45873, -0.28790, 2.60555)
H (3.18914, -1.86369, 2.25495)
H (1.46447, -1.59925, 1.93410)
H (2.92184, -1.45619, -1.49983)
H (1.69332, -2.23745, -0.48147)
H (3.41400, -2.58969, -0.23201)

Cartesian forces, eV/Å:
-0.1 0.1 0.0
0.0 0.0 0.1
0.0 0.0 -0.1
0.0 -0.1 -0.1
0.0 0.0 0.1
0.1 0.0 0.1
0.0 0.1 0.1
-0.1 -0.2 0.0
-0.1 0.1 0.0
-0.1 -0.2 -0.5
0.3 0.0 0.3
-0.1 0.1 -0.1
-0.1 -0.1 -0.1
-0.2 -0.1 -0.1
0.0 0.1 -0.2
0.0 -0.1 0.3
0.2 0.1 0.0
0.0 -0.1 0.1
0.0 0.0 -0.1
0.0 0.0 0.0
0.0 0.0 0.1
0.1 0.1 0.2
0.0 0.0 0.0
0.0 0.0 0.0
0.0 0.0 0.0
0.0 0.0 0.0
0.0 0.0 0.0
0.1 0.0 0.0
0.0 0.0 0.0
0.0 0.0 0.0
0.0 0.0 0.1
-0.1 0.0 0.0
0.0 0.0 0.0
0.0 0.0 -0.1
-0.1 0.0 -0.1
0.2 0.0 0.0
0.0 -0.1 0.0
0.0 -0.1 0.0
-0.2 0.1 0.0
-0.1 -0.2 0.0
0.1 0.0 -0.1
0.1 0.0 0.0
-0.1 0.0 0.0
-0.1 0.0 0.0
0.0 -0.1 0.0
0.1 0.0 0.0
0.1 0.2 0.1
0.0 0.0 -0.2
0.0 0.1 0.0
-0.1 0.0 0.1
0.0 0.0 -0.1
0.0 0.0 0.0
0.1 0.0 0.0
0.0 0.0 0.1
0.0 0.0 0.0
0.0 0.0 0.0
0.0 0.1 0.0
0.0 0.0 0.0
0.0 0.1 0.0
0.0 0.0 0.0
0.1 0.0 0.0
0.0 0.0 0.0
0.0 0.0 0.0
0.0 0.0 0.0
0.0 0.0 0.0
0.0 0.0 0.0
0.0 0.0 -0.1
0.0 0.0 0.0
0.0 0.0 0.0
0.0 0.0 0.0
0.0 0.0 0.1
0.0 0.0 0.0
0.0 0.0 0.0
0.0 0.0 0.0
0.1 0.0 0.0
0.0 0.0 0.1
0.0 0.0 0.0
0.0 0.0 0.0



No. 2
ORCA calculation (ωB97M-V/def2-TZVPD) on C28H39ClN4O5Ru as an isolated structure at a distorted geometry.

Computed properties:
Net charge: -1
LUMO level (spin up / spin down) (eV): 2.75 / 2.51
Frontier orbital gap (spin up / spin down) (eV): 3.68 / 7.73
2S+1: 6
⟨S²⟩: 8.774
HOMO energy (spin up / spin down) (eV): -0.936 / -5.220

Atoms and positions in Å:
Ru (0.40046, 0.54912, -0.65353)
Cl (1.22684, 2.46907, 0.23536)
N (2.36251, -0.15909, -1.07094)
N (-1.49187, 1.44154, -0.91383)
C (2.87300, -0.66430, -2.17153)
C (-2.31498, 1.42090, -1.94149)
C (3.37848, -0.41223, -0.00375)
C (4.10922, -1.62319, -0.54582)
C (2.65863, -0.63866, 1.28471)
C (4.36060, 0.74611, 0.15367)
H (1.97196, -1.47559, 1.15232)
H (2.11797, 0.27792, 1.54291)
H (3.39830, -0.85116, 2.07111)
H (4.97620, 0.86738, -0.74812)
H (5.03477, 0.52003, 0.99348)
H (3.82245, 1.67362, 0.35980)
C (-2.30405, 1.99612, 0.22106)
C (-3.70811, 1.58059, -0.18001)
C (-2.20197, 3.51903, 0.31057)
C (-1.86007, 1.38857, 1.49993)
H (-2.02341, 0.30690, 1.44842)
H (-2.48559, 1.79014, 2.31253)
H (-0.80114, 1.60391, 1.67080)
H (-2.65998, 4.00080, -0.56219)
H (-1.15524, 3.82022, 0.39460)
H (-2.74231, 3.86302, 1.20620)
O (-3.61763, 1.42743, -1.63038)
H (-4.50170, 2.31196, 0.01349)
H (-3.99622, 0.61122, 0.25057)
O (3.84974, -1.56166, -1.99099)
H (3.69927, -2.56280, -0.15680)
H (5.19912, -1.62141, -0.41854)
C (2.56488, -0.27193, -3.55344)
C (-1.97659, 1.50618, -3.36634)
C (-1.13319, 0.34850, -3.80680)
H (-1.44298, 2.46593, -3.50892)
H (-2.91724, 1.55932, -3.91570)
C (0.16005, 0.26438, -3.26726)
C (1.12883, -0.53314, -3.89965)
H (0.50424, 1.13211, -2.58541)
C (0.72813, -1.44178, -4.89420)
C (-0.61140, -1.49160, -5.29130)
C (1.74871, -2.29352, -5.59389)
C (-1.53197, -0.56463, -4.79282)
H (-0.92865, -2.20893, -6.06493)
C (-2.91444, -0.48670, -5.37162)
H (-3.02027, -1.26405, -6.13372)
H (-3.09927, 0.48632, -5.84729)
H (-3.69403, -0.63023, -4.61143)
H (2.49423, -1.67684, -6.11552)
H (1.24221, -2.91668, -6.33846)
H (2.29523, -2.94691, -4.90009)
H (3.25682, -0.81215, -4.20319)
H (2.80278, 0.80554, -3.63935)
C (-0.26133, 1.63721, 4.27562)
C (-1.29097, 0.52569, 4.42273)
C (-0.82941, -0.91781, 4.11946)
C (-0.04157, -1.41958, 5.39319)
C (1.18995, -0.61982, 5.74644)
C (-2.07564, -1.76233, 3.78691)
O (-2.97753, -2.00345, 4.59361)
N (-2.17760, -2.26667, 2.50267)
C (-1.38776, -1.97870, 1.36962)
O (-1.72741, -2.41088, 0.27593)
N (-0.28735, -1.16890, 1.63020)
C (0.11664, -1.08755, 2.92367)
O (1.33931, -1.26996, 3.26197)
H (0.75119, 1.31094, 4.02743)
H (-0.17883, 2.23033, 5.18782)
H (-0.61022, 2.34041, 3.51565)
H (-1.69111, 0.49999, 5.45699)
H (-2.16447, 0.72762, 3.77854)
H (-0.75433, -1.41062, 6.22008)
H (0.25251, -2.46472, 5.22343)
H (0.99809, 0.38262, 6.13770)
H (1.76933, -1.12348, 6.52061)
H (1.81992, -0.54302, 4.86153)
H (-3.01272, -2.85200, 2.33591)

Cartesian forces, eV/Å:
-0.7 -2.0 -0.6
0.8 1.9 0.8
2.2 -0.4 -1.1
-1.8 1.3 -0.4
-0.5 0.3 1.8
0.6 -0.2 1.2
0.0 0.1 0.0
-0.1 -0.6 -0.4
0.8 -0.4 -0.2
0.1 0.2 -0.3
0.2 0.3 0.3
0.1 -0.4 0.1
-0.4 0.0 -0.1
-0.1 0.1 0.1
-0.2 0.1 -0.2
0.1 -0.1 0.0
0.0 -0.1 -0.4
-0.4 -0.5 -0.4
0.1 0.2 -0.2
-0.7 -0.3 0.5
0.1 0.4 0.2
0.3 0.0 -0.2
-0.4 -0.1 0.1
0.2 0.0 0.0
-0.1 0.0 -0.1
0.1 -0.1 -0.2
-0.5 0.6 0.3
0.3 -0.1 0.0
0.1 0.1 -0.2
0.6 0.1 0.2
0.0 0.1 -0.2
-0.3 0.1 0.0
0.1 -0.4 -0.4
-0.4 -0.3 -0.2
-0.5 -0.5 -0.7
0.2 -0.1 -0.1
0.1 0.0 0.0
0.7 1.5 1.0
-0.3 -0.7 -0.9
-0.2 -0.7 -1.8
1.0 0.7 0.9
-0.3 -0.2 -0.3
0.1 -0.2 -0.1
0.0 0.9 0.8
0.2 0.4 0.4
-0.2 -0.2 -0.2
-0.2 0.1 0.1
0.0 -0.2 0.0
0.2 0.0 -0.2
-0.1 -0.1 0.0
0.2 0.0 0.1
-0.1 0.1 -0.2
-0.2 0.0 0.0
-0.2 -0.1 0.0
0.0 0.7 -0.1
-1.0 -0.3 0.1
0.4 -0.5 0.1
-1.1 -0.6 -0.5
0.7 0.6 0.5
-0.7 -0.4 0.8
1.0 0.4 -0.6
-1.0 -0.7 0.4
1.3 1.5 0.3
0.1 0.3 0.6
-0.8 -1.2 -0.6
3.3 -1.0 0.9
-3.4 0.4 -1.7
-0.3 -0.1 -0.2
0.0 -0.1 0.1
0.3 -0.1 0.0
0.2 0.0 -0.5
0.4 0.0 0.5
-0.1 -0.1 0.0
-0.1 0.2 0.0
-0.3 -0.1 0.0
-0.1 -0.2 0.1
0.0 0.2 0.6
0.8 0.6 0.1